The following is a DFT calculation (ωB97M-V with the def2-TZVPD basis set) of a 4-piece molecular cluster, C4H4Cl12 overall in a non-equilibrium geometry.

Last column: Mulliken charge in e.
Element x y z (Å)
1 Cl -2.528 -3.422 -0.986  -0.115
2 C -3.460 -2.002 -0.385  0.461
3 Cl -2.960 -1.528 1.299  -0.120
4 Cl -5.151 -2.157 -0.489  -0.115
5 H -3.122 -1.174 -1.008  -0.111
6 Cl 0.323 -1.572 1.749  -0.073
7 C 0.869 -3.231 2.229  -0.055
8 Cl 0.216 -4.374 0.999  -0.101
9 Cl 0.307 -3.742 3.856  -0.114
10 H 1.957 -3.183 2.182  0.335
11 Cl -0.014 -1.005 -1.370  -0.069
12 C -0.385 0.714 -0.940  0.124
13 Cl -1.875 1.319 -1.712  -0.131
14 Cl 0.946 1.697 -1.601  -0.133
15 H -0.358 0.833 0.143  0.221
16 Cl 1.402 4.863 -0.439  -0.117
17 C 3.054 4.451 -0.808  0.199
18 Cl 4.056 5.056 0.491  -0.135
19 Cl 3.578 5.090 -2.319  -0.119
20 H 3.143 3.368 -0.892  0.168

The energy relative to the best compared isomer or geometry (same formula, charge and spin) comes out at 15.36 kcal/mol. The value obtained for the calculated total energy is -154481.1266 eV.



The following is a DFT calculation (ωB97M-V with the def2-TZVPD basis set) of one molecule with the formula C4H4Cl2 in a non-equilibrium geometry.

Last column: Mulliken charge in e.
Element x y z (Å)
1 C -1.276 0.499 0.849  -0.789
2 C -0.717 -0.463 0.115  0.281
3 Cl -1.777 -1.754 -0.406  -0.187
4 C 0.730 -0.489 -0.201  0.396
5 C 1.282 0.535 -0.868  -0.758
6 Cl 1.611 -1.859 0.339  -0.163
7 H -2.264 0.427 1.197  0.320
8 H -0.698 1.328 1.239  0.301
9 H 0.714 1.321 -1.237  0.381
10 H 2.395 0.455 -1.027  0.219

The energy relative to the best compared isomer or geometry (same formula, charge and spin) comes out at 6.59 kcal/mol. The value obtained for the calculated total energy is -29256.3730 eV.



Computed HOMO energy (eV) in order:
-10.910 -9.620
Computed HOMO-LUMO gap (Eh) in order:
0.408 0.378